{"formula": "C45H85NO20", "method": "ωB97M-V with the def2-TZVPD basis set", "species": ["N", "C", "C", "C", "C", "C", "H", "H", "H", "H", "H", "O", "C", "O", "C", "C", "C", "H", "H", "H", "H", "H", "H", "H", "H", "O", "C", "O", "C", "C", "C", "H", "H", "H", "H", "H", "H", "H", "H", "O", "C", "O", "C", "C", "C", "H", "H", "H", "H", "H", "H", "H", "H", "O", "C", "O", "C", "C", "C", "H", "H", "H", "H", "H", "H", "H", "H", "O", "C", "O", "C", "C", "C", "H", "H", "H", "H", "H", "H", "H", "H", "O", "C", "O", "C", "C", "C", "H", "H", "H", "H", "H", "H", "H", "H", "O", "C", "O", "C", "C", "C", "H", "H", "H", "H", "H", "H", "H", "H", "O", "C", "O", "C", "C", "C", "H", "H", "H", "H", "H", "H", "H", "H", "O", "C", "O", "C", "C", "C", "H", "H", "H", "H", "H", "H", "H", "H", "O", "C", "O", "C", "C", "C", "H", "H", "H", "H", "H", "H", "H", "H"], "xyz": [[-0.961, -4.953, -3.963], [-0.003, -5.284, -3.092], [0.174, -4.616, -1.859], [-0.735, -3.675, -1.556], [-1.735, -3.296, -2.452], [-1.743, -3.962, -3.669], [0.647, -6.107, -3.380], [0.975, -4.942, -1.247], [-0.797, -3.406, -0.467], [-2.365, -2.471, -2.299], [-2.531, -3.674, -4.359], [3.665, 2.793, -2.958], [4.092, 2.761, -4.097], [3.323, 2.804, -5.143], [1.852, 2.823, -4.855], [1.104, 2.700, -6.146], [5.600, 2.583, -4.336], [1.728, 3.841, -4.453], [1.614, 2.078, -4.101], [1.603, 3.171, -6.981], [0.162, 3.140, -6.004], [0.997, 1.622, -6.362], [5.866, 2.573, -5.346], [5.877, 1.613, -3.953], [6.035, 3.427, -3.813], [2.449, 5.328, 0.639], [2.415, 5.245, -0.525], [1.225, 5.197, -1.257], [-0.006, 4.890, -0.531], [-0.960, 4.275, -1.482], [3.474, 5.673, -1.492], [-0.353, 5.783, -0.179], [0.176, 4.236, 0.356], [-1.872, 3.956, -0.909], [-0.527, 3.381, -1.949], [-1.292, 5.005, -2.217], [3.466, 6.810, -1.420], [3.217, 5.385, -2.488], [4.425, 5.230, -1.283], [-1.178, 0.977, -3.293], [-1.662, 0.306, -4.169], [-2.957, 0.398, -4.513], [-3.653, 1.341, -3.656], [-5.154, 1.234, -3.987], [-0.947, -0.666, -5.043], [-3.228, 2.280, -3.916], [-3.513, 1.088, -2.581], [-5.317, 0.744, -4.946], [-5.585, 2.266, -4.090], [-5.846, 0.719, -3.325], [-0.372, -1.455, -4.583], [-0.228, -0.089, -5.573], [-1.600, -1.131, -5.761], [4.207, 2.545, 2.270], [4.936, 2.078, 1.445], [5.369, 0.752, 1.449], [4.898, -0.124, 2.445], [3.685, -0.880, 1.882], [5.518, 2.852, 0.261], [4.540, 0.396, 3.342], [5.782, -0.625, 2.793], [2.837, -0.175, 1.788], [3.361, -1.535, 2.664], [4.051, -1.329, 0.885], [6.423, 3.214, 0.762], [4.878, 3.693, 0.022], [5.711, 2.116, -0.539], [0.871, -0.769, -0.704], [1.020, 0.443, -0.625], [-0.036, 1.202, -0.313], [-1.289, 0.493, -0.123], [-1.466, 0.091, 1.283], [2.213, 1.283, -0.805], [-1.249, -0.302, -0.878], [-2.037, 1.139, -0.476], [-0.559, -0.491, 1.563], [-2.362, -0.554, 1.376], [-1.594, 0.987, 1.896], [2.696, 1.434, 0.149], [1.896, 2.250, -1.145], [3.045, 0.986, -1.459], [-2.513, -3.985, 2.746], [-1.849, -4.841, 2.235], [-0.698, -5.234, 2.803], [-0.404, -4.766, 4.162], [-1.419, -5.276, 5.211], [-2.200, -5.742, 1.051], [-0.212, -3.703, 4.183], [0.563, -5.239, 4.309], [-1.102, -4.966, 6.198], [-1.387, -6.330, 5.134], [-2.333, -4.823, 4.904], [-1.449, -6.484, 0.831], [-2.468, -5.164, 0.178], [-3.084, -6.222, 1.366], [-0.627, 1.420, 4.153], [0.479, 1.794, 4.293], [1.191, 1.444, 5.408], [0.312, 0.915, 6.347], [0.233, -0.668, 6.419], [1.320, 2.556, 3.319], [-0.745, 1.202, 6.126], [0.681, 1.256, 7.331], [1.255, -1.091, 6.666], [-0.038, -1.134, 5.514], [-0.408, -0.897, 7.248], [2.185, 1.981, 2.973], [1.690, 3.533, 3.745], [0.714, 2.673, 2.429], [3.717, -0.207, -3.328], [3.675, -1.426, -3.294], [4.784, -2.163, -3.207], [6.017, -1.424, -3.175], [6.670, -1.173, -4.459], [2.378, -2.192, -3.272], [6.674, -1.996, -2.566], [5.788, -0.551, -2.595], [7.248, -0.218, -4.540], [5.866, -1.068, -5.280], [7.336, -1.942, -4.825], [1.818, -1.929, -4.146], [1.786, -2.085, -2.357], [2.664, -3.275, -3.336], [-3.503, 0.413, 6.601], [-3.806, 0.858, 5.513], [-3.795, 0.146, 4.390], [-3.441, -1.220, 4.434], [-4.541, -2.035, 5.121], [-4.204, 2.277, 5.210], [-2.530, -1.381, 5.020], [-3.340, -1.473, 3.373], [-4.642, -2.908, 4.427], [-5.549, -1.476, 5.074], [-4.194, -2.359, 6.140], [-4.017, 2.970, 6.044], [-5.267, 2.459, 4.934], [-3.723, 2.673, 4.329], [-4.756, 0.720, -0.324], [-5.236, 0.489, 0.773], [-5.158, -0.713, 1.373], [-4.460, -1.796, 0.795], [-5.454, -2.853, 0.434], [-5.946, 1.505, 1.578], [-3.653, -2.163, 1.457], [-3.910, -1.387, -0.079], [-4.864, -3.813, 0.065], [-6.037, -2.556, -0.427], [-6.014, -3.094, 1.321], [-5.442, 2.435, 1.487], [-5.989, 1.182, 2.605], [-7.021, 1.425, 1.283]], "mulliken_charge": [-0.631, -0.293, -0.843, 0.377, -0.580, -0.564, 0.405, 0.548, 0.379, 0.719, 0.418, -0.091, 0.651, -0.434, 0.695, -1.539, -0.942, 0.123, -0.084, 0.439, 0.404, 0.212, 0.383, -0.068, 0.314, -0.548, 0.853, -0.338, -0.080, -0.857, -0.937, 0.741, -0.235, 0.251, -0.012, 0.502, 0.313, 0.069, 0.392, -0.294, 0.762, -0.378, 0.585, -1.362, -0.231, 0.300, -0.240, 0.386, 0.301, 0.290, -0.360, -0.102, 0.388, -0.573, 0.601, -0.356, -0.611, -0.191, -0.371, 0.307, 0.420, -0.277, 0.544, 0.063, 0.488, -0.313, 0.134, -0.749, 0.330, 0.162, 0.059, 0.678, 1.536, -0.204, 0.248, 0.331, -1.132, 0.234, -1.017, -0.193, -0.304, -0.546, 1.016, -0.392, -0.215, -1.023, -1.092, 0.172, 0.345, 0.386, 0.348, 0.216, 0.277, 0.131, 0.378, -0.411, 0.492, -0.353, -0.001, -0.940, 0.015, 0.100, 0.320, 0.347, -0.005, 0.432, -0.338, 0.435, -0.138, -0.425, 0.177, -0.374, 0.203, -1.082, 0.053, 0.407, -0.115, 0.275, 0.258, 0.349, 0.045, -0.148, 0.359, -0.585, 0.774, 0.283, 1.112, -1.219, -1.322, -0.138, -0.678, 0.306, 0.269, 0.314, 0.368, 0.323, 0.252, -0.549, 0.922, -0.312, 1.329, -1.614, -1.177, -0.487, 0.003, 0.175, 0.426, 0.393, 0.364, 0.214, 0.316], "homo_ev": -9.70, "total_energy_ha": -3325.2104, "smiles": "CCOC(C)=O.CCOC(C)=O.CCOC(C)=O.CCOC(C)=O.CCOC(C)=O.CCOC(C)=O.CCOC(C)=O.CCOC(C)=O.CCOC(C)=O.CCOC(C)=O.c1ccncc1"}